DFT (ωB97M-V with the def2-TZVPD basis set) results for an isolated ion of composition C6H8N3S and charge +1 in a non-equilibrium geometry.

```
18
Properties=species:S:1:pos:R:3:forces:R:3:mulliken_charge:R:1
C -1.721481 -1.515662 -0.307660 -2.184 0.682 0.005 -0.444
C -0.757464 -2.220279 0.248034 2.433 -2.857 -0.153 -0.331
C -1.584984 -0.120108 -0.558910 1.792 1.016 0.112 -0.012
C 0.585597 -1.624468 0.357785 -2.938 2.913 0.499 0.514
C 1.815980 0.195160 0.760231 -0.680 -3.716 -2.429 -0.220
C -0.550802 1.928375 -0.397811 2.801 4.638 0.307 -0.948
N 0.429625 -0.163540 0.534432 -0.652 0.663 -0.281 -0.104
N 1.779140 -1.906153 0.411805 2.243 0.938 0.762 -0.611
N -0.490028 0.584447 -0.191842 -3.015 -6.546 0.215 0.202
S 2.632950 0.876456 -0.630746 0.892 1.438 3.532 -0.061
H -2.706510 -1.991444 -0.439823 0.567 0.472 -0.283 0.370
H -0.814031 -3.329006 0.351798 -0.208 1.034 0.174 0.387
H -2.313994 0.495107 -1.077997 -0.097 -0.361 0.155 0.428
H 2.081548 0.155605 1.811171 0.478 0.482 -0.209 0.440
H -0.502395 2.172800 -1.473429 0.546 0.017 0.528 0.355
H -1.419528 2.409114 -0.018829 -1.059 -0.107 0.469 0.437
H 0.280059 2.383927 0.227174 -0.788 -0.139 -1.321 0.363
H 3.256317 1.669670 0.394625 -0.131 -0.567 -2.084 0.236
```
Forces are in eV/Å.

Output
HOMO energy (spin up / spin down), hartree: -0.46059 / -0.46057
LUMO level (spin up / spin down), eV: -5.3 / -5.3
E, eV: -21644.4014
Total charge: +1

=====

DFT (ωB97M-V with the def2-TZVPD basis set) results for C6H8N4 in the gas phase in a non-equilibrium geometry.

```
18
Properties=species:S:1:pos:R:3:forces:R:3:mulliken_charge:R:1
C -1.193641 0.888280 1.597477 0.800 -2.191 -2.147 0.372
C 0.026813 0.113152 -0.547406 -0.745 -1.764 1.331 0.517
C 0.355676 -1.194197 -0.142502 -0.474 -2.271 3.993 -0.008
C 1.287494 -1.920711 -0.880330 -3.029 -1.923 2.450 -0.457
C 1.337355 -0.462773 -2.430628 -4.684 4.744 3.124 -0.388
C 0.482521 0.467041 -1.773535 -0.207 1.529 0.313 -0.321
H 0.722715 0.140781 2.029809 -4.606 -0.206 2.238 0.370
H -0.755742 0.514296 3.493303 1.821 -1.840 -3.860 0.340
H -2.564534 1.925497 1.207074 -1.370 0.471 -0.437 0.247
H -0.937808 1.764465 -0.086590 -0.582 6.210 -2.639 0.217
H -0.125316 -1.757742 0.945880 1.604 2.113 -3.680 0.248
H 1.498215 -2.960900 -0.729136 0.093 -0.381 1.277 0.397
H 1.587412 0.121202 -3.134536 3.317 2.195 -6.935 0.525
H 0.162937 1.557245 -2.073517 1.143 -2.373 -0.254 0.176
N -0.458469 0.077571 2.417677 3.740 1.725 2.301 -0.620
N -2.244581 1.422028 2.007296 -0.203 1.332 0.388 -0.719
N -0.845583 0.897007 0.149494 -0.168 -4.861 4.645 -0.279
N 1.664536 -1.592243 -2.049828 3.549 -2.511 -2.108 -0.617
```
Forces are in eV/Å.

Output
HOMO energy, hartree: -0.33443
LUMO level, eV: 0.5
E, eV: -12307.7075

=====

DFT (ωB97M-V with the def2-TZVPD basis set) results for C6H8N4 in the gas phase in a non-equilibrium geometry.

```
18
Properties=species:S:1:pos:R:3:forces:R:3:mulliken_charge:R:1
C 1.403889 -0.441656 1.255363 1.017 0.451 4.561 0.005
C 0.613048 0.087121 -0.088075 0.825 -3.008 2.101 1.238
C 0.655092 1.481798 -0.630904 -0.286 0.985 3.524 -1.214
C -1.364925 1.351022 0.190584 -2.192 -0.453 -1.227 -0.707
C -0.817105 -0.079047 0.447613 -1.367 0.967 -2.558 -0.290
C -1.434492 -1.254504 -0.310301 4.052 -0.278 1.740 -0.800
H 1.374469 1.762185 -1.226320 4.229 0.664 -3.478 0.725
H 0.822561 2.097987 0.265504 0.518 0.108 0.323 0.445
H -0.879509 2.701641 -1.437725 0.294 1.709 -0.191 0.260
H -2.602540 1.371937 0.196186 3.521 0.416 -0.082 0.358
H -0.805604 1.892203 0.951794 -1.229 0.865 0.562 0.350
H -0.723177 -0.481224 1.407062 -0.500 0.680 1.882 0.639
H -1.840790 -1.972527 0.392911 0.276 -0.416 0.126 0.317
H -2.202870 -1.109774 -0.974218 -1.329 0.741 -2.247 0.365
N 1.664131 -0.766418 2.406703 -1.320 1.765 -7.036 -0.530
N -0.593455 1.815984 -1.146281 -3.821 -4.568 2.748 -0.544
N -0.166822 -1.842618 -0.952950 2.102 1.381 -1.656 -0.229
N 0.885348 -1.082782 -0.987598 -4.790 -2.010 0.907 -0.388
```
Forces are in eV/Å.

Output
HOMO energy, hartree: -0.35443
LUMO level, eV: 0.2
E, eV: -12306.7964

=====

DFT (ωB97M-V with the def2-TZVPD basis set) results for C6H8N4 in the gas phase in a non-equilibrium geometry.

```
18
Properties=species:S:1:pos:R:3:forces:R:3:mulliken_charge:R:1
C -0.075952 -1.576635 1.919883 3.439 0.529 -0.143 0.370
C -1.514114 -2.171158 0.148083 0.657 -0.298 -1.715 -0.422
C -0.099776 -0.032261 -0.300778 -2.651 0.787 -0.322 -0.274
C 1.217491 -1.382739 1.103697 -1.610 -3.877 -0.462 -0.623
C 1.079038 -0.037651 0.539392 0.640 0.680 -1.643 -0.429
C -1.200595 0.982994 0.045784 1.693 -2.049 -1.453 -0.786
N -0.166871 -1.222511 3.155603 0.463 -0.314 -0.194 -0.322
N -1.457814 -1.425918 3.468473 -1.848 -0.161 0.364 -0.319
N -2.145356 -1.799459 2.467261 -1.259 0.316 1.260 -0.461
N -1.298771 -1.901272 1.417692 0.988 -0.090 0.661 0.653
H -2.568581 -2.214818 -0.117896 -0.301 0.188 0.367 0.287
H 2.137384 -1.589389 1.690515 -0.833 0.180 -0.315 0.364
H 1.037172 -2.127558 0.241878 0.930 0.879 1.226 0.340
H 1.815397 0.153274 -0.255672 0.558 0.056 0.372 0.321
H 1.174454 0.650019 1.336774 -0.089 1.375 0.816 0.386
H -1.995197 0.852167 -0.706076 0.489 1.338 -0.082 0.304
H -0.662960 1.909727 0.302348 -1.153 0.140 -0.053 0.366
H -1.666950 0.459543 0.860213 -0.111 0.319 1.314 0.245
```
Forces are in eV/Å.

Output
HOMO energy (spin up / spin down), hartree: -0.31022 / -0.29779
LUMO level (spin up / spin down), eV: -1.3 / -1.2
E, eV: -12303.1250

=====

DFT (ωB97M-V with the def2-TZVPD basis set) results for C6H8N4O2 in the gas phase in a non-equilibrium geometry.

```
20
Properties=species:S:1:pos:R:3:forces:R:3:mulliken_charge:R:1
C -0.468960 -0.013161 0.113344 1.271 -1.056 -0.018 -0.232
C 3.075693 0.924716 0.116985 0.830 0.100 -0.982 -0.266
C -3.315118 -0.602886 -0.280135 -3.282 -0.672 0.366 -0.082
C -1.596102 0.727284 -0.508167 -1.061 -3.658 -0.090 -0.383
C -1.728970 0.284711 0.872749 1.591 2.053 3.390 -0.055
C 2.249258 -1.111135 -0.068707 -3.352 -1.551 0.874 0.056
N 0.708591 0.668347 0.381825 0.274 2.392 0.437 -1.092
N 4.063903 -0.030796 -0.372214 0.725 0.390 1.484 -0.466
N 3.499275 -1.160970 -0.319869 4.173 -0.847 -1.923 -0.291
N 1.855396 0.153856 0.203959 -1.366 -1.310 -0.330 0.768
O -2.422984 -0.211558 -1.232170 1.271 0.707 -1.098 -0.388
O -2.565930 -0.782776 0.902890 -1.693 -0.550 0.222 -0.365
H -0.440595 -1.000129 -0.294694 0.210 -0.765 0.078 0.378
H 3.375606 1.352497 1.066157 -0.043 0.165 0.131 0.315
H 3.043172 1.632719 -0.692776 -0.644 0.818 0.083 0.297
H -4.078523 0.290332 -0.220860 0.859 -1.765 0.578 0.238
H -3.835985 -1.613634 -0.481796 0.869 1.766 -0.073 0.214
H -1.492676 1.630285 -0.904981 0.228 3.790 -1.389 0.532
H -1.678095 0.951598 1.830696 -0.142 -1.169 -2.059 0.338
H 1.753048 -2.089305 -0.112236 -0.716 1.160 0.320 0.483
```
Forces are in eV/Å.

Output
HOMO energy (spin up / spin down), hartree: -0.28785 / -0.28979
LUMO level (spin up / spin down), eV: -0.3 / -0.2
E, eV: -16400.3885

=====

DFT (ωB97M-V with the def2-TZVPD basis set) results for an isolated ion of composition C6H8N5O2 and charge +1 in a non-equilibrium geometry.

```
21
Properties=species:S:1:pos:R:3:forces:R:3:mulliken_charge:R:1
C 0.743953 -1.260407 2.022406 -0.045 0.595 -1.183 0.190
C 0.664668 -0.492448 1.067085 -1.357 -1.342 0.019 -0.574
N 0.201003 0.007994 -0.211624 3.054 -2.108 1.513 0.229
C 0.776117 -0.330752 -1.443445 -2.641 1.622 -0.994 0.597
C 2.020056 -1.243451 -1.791917 0.566 0.605 0.115 -0.438
O 3.128964 -0.789342 -0.958117 -1.367 -2.271 0.169 -0.163
O 3.117146 0.579564 -1.144730 0.212 2.316 -0.135 -0.375
N -0.027958 0.350314 -2.406400 0.751 -0.693 4.167 -0.386
N -0.936406 1.025148 -1.696881 0.079 -0.193 -0.286 -0.417
N -0.828545 0.853113 -0.385086 0.600 -0.568 -3.010 0.758
C -1.728893 1.530678 0.578540 -0.663 0.381 1.060 -0.556
C -2.593043 0.556297 1.466174 -0.520 -0.715 0.601 -0.078
N -2.718428 -0.712872 1.290879 0.382 2.100 0.384 -0.487
H 0.817209 -2.027518 2.849951 0.049 1.604 -1.319 0.386
H 2.384033 -1.093332 -2.865463 -1.267 0.120 1.253 0.308
H 1.828874 -2.352648 -1.651155 0.238 1.447 0.260 0.306
H 3.239989 0.988135 -0.259535 0.091 -0.726 -0.409 0.349
H -2.458148 2.173006 -0.023249 1.257 -0.982 0.465 0.375
H -1.094876 2.243872 1.203513 -0.851 -1.078 -0.653 0.332
H -3.179927 1.039842 2.321577 1.059 -0.020 -1.328 0.354
H -3.355789 -1.045194 2.037476 0.373 -0.096 -0.688 0.290
```
Forces are in eV/Å.

Output
HOMO energy, hartree: -0.51533
LUMO level, eV: -4.9
E, eV: -17880.9540
Total charge: +1

=====

DFT (ωB97M-V with the def2-TZVPD basis set) results for an isolated ion of composition C6H8NO and charge +1 in a non-equilibrium geometry.

```
16
Properties=species:S:1:pos:R:3:forces:R:3:mulliken_charge:R:1
C -1.306720 -1.294930 0.158283 -0.952 2.811 -0.002 -0.557
C -0.044664 -1.260753 0.549477 0.681 -0.145 -0.636 -0.653
C -1.223313 1.146347 0.245651 -0.166 -1.586 -2.359 -0.274
C -1.370821 0.023499 -0.620806 0.026 2.003 1.109 -0.019
C 0.241737 1.302428 0.467309 1.080 0.577 1.984 -0.575
C 0.769950 -0.064904 -0.043660 -1.167 -1.045 0.014 0.684
N -0.031098 -0.128735 -1.410111 -0.594 1.299 1.645 -0.247
O 2.108725 -0.117114 -0.023400 0.175 0.100 -0.499 -0.496
H -2.218223 -1.666386 0.536665 -0.443 -1.414 0.250 0.457
H 0.421231 -2.074851 0.989844 1.078 -1.154 1.338 0.458
H -2.036613 1.628619 0.779342 0.251 -0.451 0.294 0.405
H 0.821052 2.087556 -0.095485 -0.607 -0.409 0.931 0.394
H 0.435536 1.352530 1.676867 -0.393 0.238 -3.101 0.348
H -0.172238 -1.087533 -1.678827 0.782 -0.353 -1.178 0.360
H 0.061115 0.588409 -2.137281 0.273 -0.374 0.099 0.316
H 2.468098 -0.979125 -0.267958 -0.023 -0.097 0.112 0.398
```
Forces are in eV/Å.

Output
HOMO energy (spin up / spin down), hartree: -0.49012 / -0.49355
LUMO level (spin up / spin down), eV: -5.1 / -5.0
E, eV: -9877.5270
Total charge: +1

=====

DFT (ωB97M-V with the def2-TZVPD basis set) results for an isolated ion of composition C6H8NO and charge +1 in a non-equilibrium geometry.

```
16
Properties=species:S:1:pos:R:3:forces:R:3:mulliken_charge:R:1
C 1.461435 -0.388078 -0.837936 0.119 0.195 -0.752 -0.607
C 2.026440 0.711493 0.072637 2.548 -1.343 0.799 -0.075
C 0.185374 -0.960852 -0.373550 -1.286 3.369 -0.742 -0.486
C 1.580959 1.777173 0.598011 -0.509 1.676 1.494 -0.364
C -1.033838 -0.302574 -0.132101 -0.148 -1.353 1.599 0.883
C -2.289079 -0.905091 0.553692 1.652 3.029 -1.472 -1.422
N -1.095300 1.026986 -0.086795 1.998 3.704 -0.608 0.364
O -1.624083 2.056978 -0.351924 0.057 -2.962 0.394 -0.298
H 1.390308 0.152370 -1.832341 -0.057 -0.943 0.814 0.303
H 2.181867 -1.241276 -0.914581 -0.474 1.047 -0.119 0.416
H 3.117514 0.445038 0.381442 -1.552 0.542 -0.558 0.285
H 0.132944 -1.984364 -0.398428 -0.313 -2.423 0.294 0.419
H 1.790218 2.632790 1.328177 -0.549 -1.463 -1.463 0.319
H -2.378543 -0.725702 1.574912 0.367 0.403 1.791 0.377
H -2.370017 -1.871892 0.345820 -0.090 -4.239 -0.768 0.432
H -3.076203 -0.422995 0.072961 -1.762 0.760 -0.703 0.454
```
Forces are in eV/Å.

Output
HOMO energy (spin up / spin down), hartree: -0.51453 / -0.47167
LUMO level (spin up / spin down), eV: -6.7 / -6.8
E, eV: -9874.0153
Total charge: +1

=====

DFT (ωB97M-V with the def2-TZVPD basis set) results for a 2-piece molecular cluster, C6H8NO2 overall in a non-equilibrium geometry.

```
17
Properties=species:S:1:pos:R:3:forces:R:3:mulliken_charge:R:1
C 3.699828 0.242300 -0.135351 1.351 -0.245 -0.987 0.714
C 1.156350 -1.820858 0.694554 1.133 -1.355 2.253 -0.320
C -1.285973 0.492010 0.515196 -0.006 -0.692 0.806 -0.516
C -0.289205 1.531038 0.666362 -4.245 1.295 -3.532 -0.504
C 0.222603 0.380013 -1.426309 0.203 -0.480 1.688 -0.645
C 0.125591 0.153061 -0.086664 0.628 -0.569 -1.182 0.906
N 0.890593 -0.604742 0.764045 0.619 0.188 1.340 -0.381
O 4.652995 -0.349054 -0.410156 -0.069 -0.211 0.437 -0.336
O 2.744391 0.863304 0.025528 -0.560 0.944 0.315 -0.370
H 0.738990 -2.411016 -0.083129 -0.126 -0.998 -0.828 0.302
H 1.786324 -2.356606 1.574737 -1.442 1.399 -2.274 0.256
H -1.455590 -0.306893 1.233070 0.278 0.550 0.576 0.324
H -2.052992 0.396526 -0.210974 -0.573 0.910 -0.690 0.319
H -0.490487 2.458736 -0.006954 1.008 -1.686 1.652 0.258
H 0.174988 1.499132 1.572460 1.710 0.528 2.054 0.343
H -0.464390 1.082981 -1.794599 -0.539 0.829 -0.914 0.300
H 0.931619 -0.100211 -2.043729 0.632 -0.406 -0.713 0.350
```
Forces are in eV/Å.

Output
HOMO energy (spin up / spin down), hartree: -0.52573 / -0.52574
LUMO level (spin up / spin down), eV: -6.0 / -6.0
E, eV: -11926.3208
Total charge: +1

=====

DFT (ωB97M-V with the def2-TZVPD basis set) results for a 2-piece molecular cluster, C6H8NO8 overall in a non-equilibrium geometry.

```
23
Properties=species:S:1:pos:R:3:forces:R:3:mulliken_charge:R:1
C -0.911893 -1.751774 -0.583235 -0.425 -0.991 1.783 0.010
C 2.204794 -0.352315 -0.314917 -0.090 1.174 1.958 0.635
C -1.086490 -2.550583 0.462664 -0.008 -1.230 2.181 -0.814
C 1.625831 0.750457 0.400976 -0.566 0.386 0.704 0.148
C 0.745336 1.561442 -0.221024 -1.196 1.145 0.161 0.573
C -1.723594 0.448308 0.407223 -0.744 0.411 -1.473 0.565
N -1.454827 -0.458210 -0.584587 -0.098 -0.884 0.099 0.319
O 2.918070 -1.115296 0.338180 0.331 -0.594 -1.258 -0.765
O -1.797698 0.037528 -1.815208 0.022 -0.322 -0.356 -0.538
O 1.936267 -0.381673 -1.597376 0.655 -1.699 -1.520 -0.634
O 1.896703 0.848141 1.802233 -0.298 0.228 -1.896 -0.603
O 0.142131 2.547339 0.556033 0.969 -0.348 0.106 -0.551
O 0.321707 1.456768 -1.433589 0.288 0.645 0.050 -0.973
O -1.275813 0.120203 1.604176 0.854 0.754 1.281 -0.497
O -2.287446 1.496612 0.109126 0.212 -0.507 0.865 -0.678
H -0.329726 -2.196731 -1.365399 -0.044 0.930 -1.010 0.344
H -1.511480 -2.215806 1.405144 -0.467 0.503 -0.415 0.186
H -0.752575 -3.594049 0.705018 0.295 1.072 -1.445 0.233
H 2.768007 0.464615 1.707601 0.736 -0.555 1.086 0.298
H -0.640815 2.826444 0.076992 -0.319 0.000 -0.286 0.427
H 1.248122 0.303625 -1.884740 0.254 0.098 0.939 0.421
H -0.834019 0.943060 1.957956 -0.561 -0.904 -0.303 0.384
H -1.200593 0.811894 -1.733250 0.201 0.688 -1.252 0.512
```
Forces are in eV/Å.

Output
HOMO energy, hartree: -0.14811
LUMO level, eV: 3.6
E, eV: -24221.7528
Total charge: -1

=====

Values for ΔE to the lowest compared entry with this formula, charge and spin, kcal per mole, ordered as above
132.5 101.5 122.5 207.2 173.4 56.8 65.8 146.8 33.9 3.2